Record 1
The following is a DFT calculation (ωB97M-V/def2-TZVPD) of a 4-piece molecular cluster, C4H15NO3 overall.

```
23
Properties=species:S:1:pos:R:3:forces:R:3
C -1.241 0.164 1.213 -1.28 0.71 0.75
C -0.465 -0.870 0.964 1.48 0.27 -0.72
C 0.954 -1.072 1.440 -0.38 0.45 -0.55
C 1.952 -0.896 0.275 -0.35 0.29 0.53
N 1.883 0.379 -0.410 -0.86 1.01 -0.89
H -1.000 1.055 1.791 0.60 -0.54 0.37
H -2.310 0.207 0.993 0.26 -0.27 -0.80
H -0.678 -1.544 0.146 -0.75 -0.54 0.48
H 1.135 -0.366 2.253 0.31 -0.35 0.20
H 1.023 -2.128 1.704 0.14 0.08 0.73
H 1.694 -1.697 -0.425 0.25 0.19 -0.29
H 2.985 -1.065 0.583 -0.11 -0.11 0.25
H 1.004 0.401 -0.920 0.23 -0.55 -0.40
H 1.695 1.239 0.123 0.74 -0.98 0.62
O -2.510 -2.116 -1.331 -0.11 -0.09 -0.09
H -3.139 -1.526 -0.907 0.01 -0.02 0.05
H -1.690 -1.614 -1.374 -0.05 0.15 -0.23
O 0.773 2.974 0.703 -0.05 0.19 0.12
H 0.033 3.468 1.076 0.15 -0.05 -0.02
H 1.522 3.144 1.286 -0.12 0.10 -0.04
O -0.911 0.615 -2.243 -0.31 -0.32 -0.15
H -0.362 1.303 -1.858 -0.25 0.24 0.05
H -1.832 0.813 -2.020 0.44 0.14 0.00
```
Positions in Å, forces in eV/Å.

The energy is -441.81881 a.u. The SMILES is C=CCCN.O.O.O. The relative energy (zero: lowest compared OMol25 entry of this formula, charge and spin) is 39.6 kcal/mol.

***

Record 2
The following is a DFT calculation (ωB97M-V/def2-TZVPD) of a 2-piece molecular cluster, C5H4N2O3 overall.

```
14
Properties=species:S:1:pos:R:3:forces:R:3
N -1.262 2.078 1.561 0.93 -2.75 -1.54
C -0.894 1.148 0.943 0.52 2.98 1.63
C 0.064 0.271 0.266 -0.18 -0.37 -0.43
N 0.924 0.723 -0.562 -0.29 0.52 0.49
C 1.918 -0.154 -0.951 0.28 -0.61 0.43
C 1.917 -1.460 -0.595 0.37 0.46 -0.20
C 0.848 -1.973 0.237 0.03 -1.16 0.04
O 0.660 -3.098 0.608 0.19 0.76 -0.26
O -0.053 -0.996 0.662 -0.35 0.16 0.38
H 2.773 0.293 -1.460 -0.43 -0.12 -0.16
H 2.731 -2.134 -0.853 -0.32 0.16 0.04
O -3.501 1.516 0.112 0.62 2.08 2.23
H -3.061 1.551 -0.743 0.12 0.49 0.22
H -3.063 2.237 0.774 -1.50 -2.59 -2.88
```
Positions in Å, forces in eV/Å.

The energy is -528.10939 a.u. The SMILES is N#Cc1nccc(=O)o1.O. The relative energy (zero: lowest compared OMol25 entry of this formula, charge and spin) is 23.6 kcal/mol.

***

| no. | frontier orbital gap (eV) |
| --- | --- |
| 1 | 9.3 |
| 2 | 9.2 |